Entry 1:
A cluster of 3 separate species, C3H12NO4 in total. Source: the Open Molecules 2025 dataset; level of theory: ωB97M-V/def2-TZVPD.

The geometry in XYZ format:
```
20
Properties=species:S:1:pos:R:3:forces:R:3:lowdin_charge:R:1
C 0.3547 -1.4642 -0.8464 -0.9576 0.2127 -0.7626 -0.19
C 1.5817 -0.6316 -1.1191 1.0852 -1.2503 0.6430 -0.27
O 1.8757 0.3845 -0.1883 0.0387 0.2879 -0.5606 -0.04
N -0.9693 -0.7751 -0.9236 0.4484 0.6085 0.5459 -0.01
C -1.4919 -0.4391 0.3699 -0.3591 -0.2610 0.5915 -0.36
O -1.1557 0.7641 0.8840 -0.2355 -0.3473 -0.0003 -0.01
H 0.3546 -1.9220 0.1297 0.5107 -0.3743 0.3097 0.11
H 0.3709 -2.2362 -1.6195 -0.0944 -0.1997 0.1970 0.11
H 2.4240 -1.3254 -0.9856 -0.1244 -0.1353 -0.0749 0.12
H 1.6717 -0.4161 -2.1919 -0.4302 0.9475 0.1569 0.12
H 1.0816 0.7666 0.1828 -0.3752 0.2104 0.1875 0.04
H -0.8362 0.1455 -1.3379 -0.1667 -0.2562 -0.6207 0.10
H -2.6061 -0.4669 0.4669 -0.0352 0.2732 -0.5798 0.17
H -1.3249 -1.2315 1.1260 0.4125 -0.0537 -0.0993 0.15
H 0.8029 -0.2780 2.9483 -0.0428 0.0009 -0.0140 0.04
H -0.3012 0.7242 2.5168 0.2040 -0.0433 0.2209 0.00
O 0.5841 0.6570 2.9057 -0.0212 0.0908 0.0209 -0.05
H -0.1522 2.3829 -1.1709 0.1516 -0.0053 0.0981 0.01
H -1.3740 2.4265 -0.2416 0.3459 0.1172 -0.0908 0.00
O -0.8904 2.9349 -0.9054 -0.3547 0.1773 -0.1683 -0.05
```
Positions in Å, forces in eV/Å.

Output
multiplicity: 2
total energy: -477.1022 hartree
energy above the lowest of the compared OMol25 structures with the same formula, charge and spin: 19.5 kcal per mole
net charge: 0



Entry 2:
A cluster of 2 separate species, C25H37N5O5P2S in total. Source: the Open Molecules 2025 dataset; level of theory: ωB97M-V/def2-TZVPD.

The geometry in XYZ format:
```
75
Properties=species:S:1:pos:R:3:forces:R:3:lowdin_charge:R:1
C -5.2251 -4.2638 1.6167 1.1481 1.0652 -0.0170 -0.10
C -3.7718 -4.2501 2.3180 2.3345 -0.2246 0.6834 -0.20
C -3.5499 -4.3991 3.8481 3.3975 0.8003 -3.0443 -0.03
C -2.0737 -4.3154 4.3414 -0.6432 0.2197 -2.4714 -0.07
C -0.8589 -4.1041 3.4176 -3.3817 -0.0795 -1.9627 -0.04
C -1.1133 -3.9842 1.8990 -2.4464 -0.3560 1.4013 -0.16
C 0.0488 -3.7369 0.7953 -0.7966 1.2255 0.5407 -0.08
C -0.4220 -2.4092 0.0013 -0.9255 -0.3702 -1.8462 -0.06
C -1.1186 -2.4303 -1.2379 1.1672 1.2557 3.0306 -0.14
N -1.4494 -3.7152 -1.9389 5.3525 0.7749 -1.6507 0.09
C -0.3704 -4.1005 -2.5590 -2.0807 -0.7376 -0.7503 -0.65
S 0.7704 -4.7722 -3.5495 -2.6533 1.7791 2.7111 0.70
C -1.5355 -0.9910 -1.8286 -0.3028 -0.2252 -1.8460 -0.25
O -1.5891 -0.8040 -3.0642 0.0762 -0.4941 4.2442 0.06
C -1.9076 0.1383 -0.7339 1.0278 -1.3540 2.0521 -0.21
P -3.2836 1.4360 -1.0700 -0.2208 0.5345 -0.9738 0.92
C -4.6668 1.1465 0.2384 0.4652 -0.7533 0.4807 -0.28
O -4.0537 1.0789 -2.5604 0.2036 -1.1055 2.2291 -0.35
C -1.1972 0.1724 0.5119 -0.9395 -0.6681 -2.3165 -0.11
C -1.4303 1.2536 1.6566 0.6766 0.1128 0.5316 -0.13
C -1.3302 0.6548 3.1566 0.4643 0.3674 0.2106 -0.08
C -0.0534 1.2243 3.9713 -0.2997 0.1696 3.6044 -0.37
N 1.2927 1.3826 3.3407 -1.5033 0.0828 0.3426 0.07
O -0.2001 1.5100 5.1978 0.2599 -0.8846 -4.6304 0.02
C -0.1006 -0.9989 0.6855 1.1436 0.1091 0.8644 -0.22
O 0.9583 -0.8667 1.3393 -3.5979 -0.5738 -1.8226 0.04
C -2.5590 -4.0627 1.3646 0.4701 -0.3138 3.7631 0.01
H -5.4261 -3.1603 1.3330 0.0748 -1.7049 0.5223 0.08
H -6.0557 -4.6202 2.3070 1.2004 0.3232 -0.9887 0.07
H -5.1914 -4.8222 0.6094 -0.0872 0.5900 1.7980 0.08
H -4.4243 -4.5239 4.5732 1.5323 0.1682 -1.2080 0.10
H -1.8963 -4.4189 5.4584 -0.1897 0.1832 -1.6543 0.08
H 0.2243 -4.0130 3.7709 -1.9168 -0.2320 -0.2706 0.10
H 0.1657 -4.6423 0.1162 -0.2923 1.3202 0.8067 0.11
H 1.0571 -3.5040 1.2827 -1.5052 -0.3608 -0.5572 0.12
H -4.4126 0.2275 0.8695 -0.4421 1.2481 -0.7092 0.04
H -5.6888 0.9835 -0.2375 1.3876 0.4147 0.5265 0.05
H -4.6489 2.0803 0.9047 -0.2570 -1.4165 -1.0220 0.04
H -4.6238 0.2816 -2.4361 0.5846 0.7484 -0.4519 0.06
H -0.6208 2.0773 1.5978 -1.1461 -1.3756 -0.2325 0.13
H -2.4292 1.8047 1.5899 1.3746 -1.0242 -0.3248 0.09
H -2.2378 0.9484 3.8030 1.4772 -0.3839 -1.1043 0.13
H -1.3033 -0.4857 3.1468 0.1837 1.4393 0.0524 0.12
H 1.9154 0.6610 3.7319 -0.4709 0.3739 -0.3096 0.09
H 1.6587 2.2981 3.6372 -0.2393 -0.6311 0.1408 0.09
H -2.7544 -3.9828 0.2488 0.2881 -0.1392 1.6612 0.09
C 5.0655 2.6596 -3.0251 -0.1206 -0.5928 0.2138 -0.14
N 4.3210 3.4855 -2.0947 1.1980 0.8788 -0.2640 -0.33
C 5.2620 4.1186 -1.1717 -0.3950 0.3980 0.2010 -0.15
P 2.7942 3.1626 -1.3824 0.4394 0.9600 -7.7212 0.77
O 2.3340 4.6301 -1.4870 -0.0297 -0.6166 4.2128 -0.29
N 1.6259 2.6411 -2.5478 -0.9656 -0.7641 -0.9313 -0.34
C 1.7696 3.0217 -3.9489 0.3290 0.1017 -0.0873 -0.12
C 0.2506 2.9336 -2.1302 0.0770 -0.1694 0.3047 -0.15
N 3.2827 1.4551 -1.1662 -0.3565 -0.4550 3.2860 -0.29
C 2.8896 0.3535 -2.0373 -0.6403 0.1303 -0.4159 -0.12
C 3.0525 1.0480 0.2295 0.3724 -0.0407 0.2007 -0.16
H 5.5479 1.8055 -2.5343 0.0516 -0.1355 -0.0130 0.08
H 5.8541 3.2470 -3.5072 -0.1151 0.1840 0.2429 0.08
H 4.4543 2.2866 -3.8426 -0.1792 -0.0627 0.1195 0.05
H 5.6953 3.3825 -0.4827 0.2325 -0.0488 0.0149 0.07
H 4.7660 4.8871 -0.5713 -0.0790 -0.1037 -0.1083 0.07
H 6.0735 4.6202 -1.7079 -0.0798 -0.1703 -0.0749 0.08
H 1.9963 4.0836 -4.0714 0.0323 0.1017 -0.0904 0.09
H 0.8584 2.8052 -4.5167 -0.0599 -0.0060 0.3497 0.08
H 2.5449 2.4325 -4.4379 0.1557 0.0658 0.0273 0.05
H -0.0185 3.9840 -2.2912 0.0280 -0.0303 0.1087 0.08
H 0.1157 2.7114 -1.0661 -0.0049 0.0502 0.0270 0.06
H -0.4595 2.3044 -2.6774 0.1580 -0.0260 -0.0564 0.07
H 1.8207 0.1242 -1.9717 0.0153 -0.0436 -0.0982 0.08
H 3.4402 -0.5530 -1.7594 0.1688 0.2624 0.3806 0.09
H 3.1459 0.5408 -3.0798 -0.1651 0.2161 0.0885 0.07
H 1.9852 0.9503 0.4404 0.1432 -0.1171 0.1944 0.04
H 3.4650 1.7970 0.9150 -0.0430 0.0835 -0.0319 0.07
H 3.5488 0.0989 0.4596 -0.1199 0.0528 -0.1123 0.08
```
Positions in Å, forces in eV/Å.

Output
total energy: -2705.2805 hartree
energy above the lowest of the compared OMol25 structures with the same formula, charge and spin: 235.9 kcal per mole
structure (SMILES): Cc1cccc(CC2=C(N=C=S)C(=O)C(P(C)O)=C(CCC(N)=O)C2=O)c1.CN(C)P(=O)(N(C)C)N(C)C
net charge: 0



Entry 3:
The ion C18H27N2O3S with charge +1. Source: the Open Molecules 2025 dataset; level of theory: ωB97M-V/def2-TZVPD.

The geometry in XYZ format:
```
51
Properties=species:S:1:pos:R:3:forces:R:3:lowdin_charge:R:1
C 4.8243 2.9886 0.8953 -0.0904 -0.2185 -0.0895 -0.11
C 4.5381 1.5084 1.1188 0.0825 0.2038 0.2703 -0.27
C 4.8311 1.0944 2.5597 0.0013 -0.2752 -0.2318 -0.22
C 4.6842 -0.4075 2.8121 -0.1578 0.1472 -0.0071 -0.20
C 3.2725 -0.9617 2.6157 -0.0867 0.0720 0.2056 -0.18
C 2.2671 -0.3725 3.6064 0.5003 0.0369 -0.1954 -0.18
O 1.0227 -1.0555 3.5769 -0.2197 -0.1740 0.0738 -0.02
C 0.1183 -0.7976 2.6213 -0.3812 -0.0142 -0.2321 -0.26
C 0.2509 0.1436 1.5985 0.2646 -0.0198 0.2400 0.01
C -0.7706 0.3326 0.6878 -0.3540 -0.1102 0.0068 0.00
C -1.9333 -0.4163 0.7788 0.4294 -0.0371 0.2403 -0.19
N -2.9940 -0.2038 -0.1509 0.3688 -0.0203 0.2462 0.11
C -4.3394 -0.0517 0.2614 -0.3222 0.1759 -0.2216 -0.37
O -4.6963 -0.0334 1.3947 -0.0650 -0.0231 0.0745 0.18
C -5.1777 0.0584 -0.9944 -0.3024 0.0070 -0.0254 -0.07
C -4.1686 0.2354 -2.1171 0.0070 -0.2306 -0.5279 -0.45
S -4.5395 -0.7966 -3.5947 -0.0412 0.4899 0.1570 0.97
C -3.5452 0.0816 -4.8724 -0.2767 -0.3195 0.3752 -0.41
C -2.4661 -0.8206 -5.4588 -0.3096 0.3360 -0.3934 -0.21
N -1.7871 -1.5722 -4.3759 0.3398 0.0066 0.3707 0.12
C -2.8375 -0.1275 -1.4814 -0.1749 -0.0601 -0.4298 -0.39
O -1.7900 -0.3292 -2.0952 0.0207 0.1738 0.2092 0.05
C -2.0809 -1.3615 1.7891 0.0859 0.0832 -0.1723 0.00
C -1.0647 -1.5471 2.6955 0.2338 0.0672 0.0528 0.03
H 4.2139 3.6006 1.5561 -0.0404 0.1125 0.0534 0.07
H 4.6088 3.2719 -0.1325 0.0064 0.1161 -0.0712 0.07
H 5.8694 3.2085 1.0983 0.1094 0.0786 0.0163 0.07
H 5.1547 0.9129 0.4419 -0.0461 -0.0914 -0.0480 0.11
H 3.4921 1.3092 0.8748 -0.0478 -0.0966 -0.0679 0.09
H 5.8604 1.3737 2.7940 0.0003 0.0902 0.0666 0.12
H 4.1851 1.6531 3.2393 0.0225 0.1150 0.0661 0.11
H 5.3565 -0.9427 2.1380 0.0643 -0.0377 0.0616 0.11
H 5.0039 -0.6217 3.8339 0.0764 -0.0943 0.0178 0.11
H 2.9380 -0.7865 1.5920 -0.0385 -0.0508 -0.0434 0.10
H 3.2953 -2.0426 2.7708 -0.0657 -0.0031 -0.0372 0.12
H 2.1164 0.6990 3.4423 -0.0324 -0.0399 0.0731 0.12
H 2.6310 -0.5193 4.6267 -0.0380 0.1026 -0.1062 0.14
H 1.1383 0.7482 1.5091 0.1292 0.0257 0.0123 0.10
H -0.6612 1.0722 -0.0906 0.0264 0.0633 -0.0582 0.12
H -5.8921 0.8761 -0.9077 0.0591 -0.0563 0.0144 0.14
H -5.7514 -0.8653 -1.1079 0.0150 0.0177 0.0693 0.13
H -4.1331 1.2705 -2.4661 0.0638 -0.0570 0.1236 0.13
H -4.2264 0.4081 -5.6563 0.1127 0.0331 -0.0138 0.09
H -3.1021 0.9546 -4.3991 0.0009 0.0498 -0.0381 0.09
H -2.9029 -1.5244 -6.1694 0.1642 -0.0136 0.0881 0.13
H -1.7336 -0.2052 -5.9841 0.0273 -0.1615 0.0495 0.14
H -1.7162 -0.9562 -3.4729 -0.0601 -0.4015 -0.3835 0.09
H -2.3603 -2.3781 -4.1066 0.2089 0.1627 0.0076 0.14
H -0.8574 -1.8945 -4.6507 -0.1663 -0.0174 0.0122 0.17
H -2.9866 -1.9411 1.8657 -0.0842 -0.0515 0.0375 0.12
H -1.1587 -2.2694 3.4896 -0.0198 -0.0917 0.1020 0.13
```
Positions in Å, forces in eV/Å.

Output
total energy: -1435.3264 hartree
energy above the lowest of the compared OMol25 structures with the same formula, charge and spin: 1.5 kcal per mole
structure (SMILES): CCCCCCOc1ccc(N2C(=O)C[C@H](SCC[NH3+])C2=O)cc1
net charge: +1



Entry 4:
A cluster of 2 separate species, C6H12 in total. Source: the Open Molecules 2025 dataset; level of theory: ωB97M-V/def2-TZVPD.

The geometry in XYZ format:
```
18
Properties=species:S:1:pos:R:3:forces:R:3:lowdin_charge:R:1
C 1.7864 0.9190 -0.4047 -0.0039 0.0359 -0.0434 -0.11
C 1.2748 -0.2535 0.4289 0.0133 0.0320 0.0814 -0.24
C 0.4232 -1.2318 -0.3641 0.0122 0.0516 -0.0725 -0.38
C -0.7137 -1.9684 0.2381 -0.1048 -0.0765 0.0170 -0.18
C -0.9691 -0.9439 -0.8296 0.2743 -0.2334 0.1118 0.14
C -1.8980 1.4298 0.8751 0.0070 0.0432 0.0447 -0.04
H 2.3589 0.5681 -1.2707 -0.0806 0.0386 0.1195 0.07
H 0.9554 1.5262 -0.7790 0.1152 -0.1014 0.0440 0.07
H 2.4430 1.5627 0.1907 -0.1083 -0.0927 -0.0876 0.07
H 0.6906 0.1178 1.2805 0.0610 -0.0784 -0.1510 0.10
H 2.1182 -0.8093 0.8570 -0.1096 0.0752 -0.0571 0.11
H 0.9657 -1.7282 -1.1747 -0.0561 0.0417 0.0857 0.14
H -1.0290 -1.6608 1.2373 0.0254 -0.0154 -0.1659 0.11
H -0.9480 -3.0066 0.0105 0.0239 0.1508 0.0119 0.10
H -1.8333 0.7754 -0.0032 -0.0314 0.1516 0.1431 -0.03
H -2.2892 0.8662 1.7265 0.0561 0.0954 -0.1172 0.03
H -2.5751 2.2530 0.6379 0.0781 -0.0827 0.0639 0.02
H -0.9092 1.8290 1.1177 -0.1717 -0.0355 -0.0282 0.02
```
Positions in Å, forces in eV/Å.

Output
total energy: -235.6377 hartree
energy above the lowest of the compared OMol25 structures with the same formula, charge and spin: 113.3 kcal per mole
net charge: 0